Record 1
{"formula": "C4H12NiO10S4", "method": "the ωB97M-V functional and the def2-TZVPD basis", "de_lowest_ev": 0.676, "e_homo_ev": [-0.97, -0.90], "orbital_gap_ev": [5.05, 4.98], "multiplicity": 3, "largest_force_ha_per_bohr": 0.0775, "charge": -2, "e_tot_ev": -109201.6345, "s_squared": 2.0044, "symbols": ["Ni", "S", "O", "O", "O", "O", "S", "O", "O", "O", "O", "C", "S", "O", "C", "H", "H", "H", "H", "H", "H", "C", "S", "O", "C", "H", "H", "H", "H", "H", "H"], "coordinates": [[-20.36677, -18.20204, -5.92438], [-19.33599, -20.14557, -4.46939], [-19.88433, -18.83340, -4.03236], [-20.40063, -21.11842, -4.59234], [-18.96179, -19.68749, -5.85671], [-18.23603, -20.55778, -3.61023], [-22.95718, -18.71079, -6.02959], [-23.21346, -20.05327, -5.48391], [-22.23662, -17.87450, -5.02151], [-21.94257, -18.77131, -7.09694], [-24.19299, -18.03725, -6.45221], [-17.69515, -15.40347, -5.92226], [-18.97589, -15.33266, -4.66938], [-20.11477, -16.16802, -5.18255], [-18.23401, -16.45302, -3.43499], [-17.87657, -14.59368, -6.63118], [-17.73423, -16.35662, -6.44721], [-16.74482, -15.19120, -5.42606], [-17.42752, -15.94750, -2.89602], [-17.87391, -17.35657, -3.92170], [-19.08363, -16.66860, -2.79261], [-20.56135, -19.43278, -9.22723], [-19.50344, -17.94387, -9.09220], [-19.45832, -17.57441, -7.63497], [-17.92993, -18.88594, -9.25974], [-20.19288, -20.19751, -8.55087], [-20.54137, -19.74772, -10.27870], [-21.58928, -19.12788, -9.05373], [-17.95857, -19.51705, -8.36976], [-17.09586, -18.19176, -9.31481], [-17.90956, -19.50557, -10.15866]], "atomic_forces_ev_per_a": [[-0.701, -0.587, 0.973], [-1.577, 0.026, 0.036], [-0.402, 1.122, 1.861], [0.393, -0.841, 0.328], [1.829, -0.591, -2.055], [0.811, -0.108, -0.236], [-2.363, -0.713, 3.127], [-0.235, 0.682, -0.735], [-0.062, 0.727, 0.302], [1.343, -0.422, -2.356], [0.174, -0.066, -0.622], [0.303, 0.552, -0.034], [-0.429, -1.535, 0.209], [0.456, 1.361, -0.016], [0.224, 0.795, -0.299], [-0.135, -0.078, -0.033], [0.037, -0.142, 0.231], [0.081, -0.247, -0.094], [-0.075, 0.078, 0.014], [-0.269, -0.129, 0.001], [0.103, -0.296, 0.057], [0.091, 0.675, -1.254], [0.102, -1.477, 0.559], [0.319, 0.985, -1.049], [-0.639, 0.048, -0.283], [-0.213, 0.056, 0.256], [0.507, -0.058, 0.018], [0.164, -0.067, 0.622], [0.376, 0.124, 0.149], [0.023, 0.057, 0.358], [-0.236, 0.068, -0.032]], "lowdin_spin": [1.745, 0.002, 0.054, 0.001, 0.047, 0.010, 0.002, 0.002, 0.047, 0.047, 0.009, 0.000, 0.002, 0.008, 0.000, 0.000, 0.000, 0.000, 0.000, 0.000, 0.000, 0.001, 0.008, 0.013, 0.001, 0.000, 0.000, 0.000, 0.000, 0.000, 0.000]}


Record 2
{"formula": "C4H5NO", "method": "the ωB97M-V functional and the def2-TZVPD basis", "de_lowest_ev": 4.782, "e_homo_ev": -7.42, "orbital_gap_ev": 8.04, "largest_force_ha_per_bohr": 0.0228, "e_tot_ev": -7761.7441, "symbols": ["N", "C", "C", "O", "C", "C", "H", "H", "H", "H", "H"], "coordinates": [[2.29901, -0.56732, 0.32122], [-1.41975, -0.08993, -0.51830], [-0.94889, 1.22900, -0.30555], [-2.09645, -0.83793, 0.39310], [1.22207, 0.10444, 0.68471], [0.16031, 0.57109, 0.11289], [-2.15545, -0.32776, 1.21595], [2.50487, -0.82737, -0.63762], [2.98732, -0.83238, 1.00641], [-1.44817, -0.60154, -1.47960], [-1.10486, 2.17971, -0.79319]], "atomic_forces_ev_per_a": [[-0.047, 0.028, -0.158], [0.441, 0.028, 0.227], [0.108, -0.007, 0.153], [0.123, 0.148, -0.028], [0.538, -0.287, 0.261], [-1.091, 0.038, -0.434], [0.024, 0.023, -0.104], [-0.046, 0.084, 0.130], [-0.119, 0.014, -0.045], [0.025, -0.019, 0.037], [0.045, -0.049, -0.039]], "lowdin_charge": [0.045, -0.215, -0.099, 0.015, -0.119, -0.141, 0.116, 0.101, 0.084, 0.130, 0.083]}


Record 3
{"formula": "C39H43AsNP2RuS2", "method": "the ωB97M-V functional and the def2-TZVPD basis", "e_homo_ev": [-9.11, -9.11], "orbital_gap_ev": [5.76, 5.59], "largest_force_ha_per_bohr": 0.0834, "charge": 1, "e_tot_ev": -146294.0485, "symbols": ["Ru", "C", "C", "P", "C", "C", "C", "C", "C", "C", "C", "C", "C", "C", "C", "C", "P", "C", "C", "C", "C", "C", "C", "C", "C", "C", "C", "C", "C", "H", "H", "H", "H", "H", "H", "H", "H", "H", "H", "H", "H", "H", "H", "H", "H", "H", "H", "H", "H", "H", "H", "H", "H", "S", "C", "C", "C", "C", "C", "C", "S", "H", "H", "H", "H", "N", "C", "C", "C", "As", "C", "C", "C", "C", "H", "H", "H", "H", "H", "H", "H", "H", "H", "H", "H", "H", "H", "H", "H"], "coordinates": [[0.15240, -0.03790, 0.18670], [2.98530, 0.13090, 2.05670], [1.96360, -0.24000, 3.12200], [0.29850, 0.28180, 2.49220], [0.46310, 2.09730, 2.61040], [0.91880, 2.73660, 3.76210], [1.10070, 4.10830, 3.76720], [0.84130, 4.85600, 2.62760], [0.39490, 4.22710, 1.47690], [0.20730, 2.85730, 1.47030], [-0.79840, -0.19770, 3.86340], [-0.89570, -1.55470, 4.17310], [-1.74010, -1.97270, 5.18570], [-2.51280, -1.04710, 5.87180], [-2.44090, 0.29720, 5.54480], [-1.58900, 0.72520, 4.54120], [2.36780, -0.56090, 0.45130], [2.58130, -2.32600, 0.80650], [3.83970, -2.89510, 0.98580], [3.94160, -4.21860, 1.37620], [2.80200, -4.97950, 1.59280], [1.54950, -4.41460, 1.41180], [1.43980, -3.09160, 1.02630], [3.62270, -0.04260, -0.74350], [4.29960, -0.90400, -1.60330], [5.19160, -0.38030, -2.52490], [5.40520, 0.98600, -2.59950], [4.71750, 1.84610, -1.75530], [3.81700, 1.33710, -0.84020], [3.97430, -0.28510, 2.26940], [3.07550, 1.22020, 1.97500], [2.16870, 0.24450, 4.08090], [1.94960, -1.32380, 3.28730], [1.11280, 2.16790, 4.66110], [1.45680, 4.59440, 4.66380], [0.98900, 5.92570, 2.64250], [0.20210, 4.79730, 0.58070], [-0.15640, 2.36950, 0.56030], [-0.30220, -2.27830, 3.62550], [-1.79770, -3.01930, 5.44400], [-3.16920, -1.37220, 6.66370], [-3.04350, 1.02000, 6.07340], [-1.52070, 1.77710, 4.29650], [4.72780, -2.30170, 0.81290], [4.91590, -4.66130, 1.51260], [2.88630, -6.01550, 1.88810], [0.66160, -5.00770, 1.56790], [0.45510, -2.63630, 0.88610], [4.13550, -1.97260, -1.55850], [5.72190, -1.04460, -3.19160], [6.09390, 1.38460, -3.33010], [4.88240, 2.91100, -1.81560], [3.25010, 2.00610, -0.19850], [0.94840, 2.54990, -2.21360], [0.67950, 1.46530, -3.58040], [0.62740, 1.62800, -4.96250], [0.16130, 0.67510, -5.83120], [-0.36100, -0.62080, -5.53510], [-0.47750, -1.28090, -4.33530], [-0.12440, -0.85670, -3.04470], [-0.24820, -1.89600, -1.67020], [0.98840, 2.57080, -5.34460], [0.20300, 0.91910, -6.88390], [-0.69120, -1.16530, -6.40520], [-0.89210, -2.27860, -4.36820], [0.31580, 0.41640, -2.77660], [0.46970, 0.96790, -1.55190], [-3.29830, 1.40630, -2.24780], [-3.36420, 0.08160, -1.49560], [-2.27290, 0.09080, 0.14640], [-2.81490, -1.59100, 1.04470], [-4.00030, -2.32940, 0.43430], [-3.16010, 1.48500, 1.23550], [-4.60540, 1.17910, 1.60260], [-3.91530, 1.37040, -3.14460], [-2.27430, 1.63200, -2.55090], [-3.66430, 2.21840, -1.61740], [-3.01650, -0.73730, -2.13500], [-4.39720, -0.12880, -1.20170], [-3.01590, -1.34860, 2.09490], [-1.93570, -2.25120, 1.02340], [-4.90310, -1.71860, 0.45930], [-4.19100, -3.24290, 0.99610], [-3.78720, -2.60490, -0.59880], [-3.09860, 2.43630, 0.69440], [-2.56300, 1.59320, 2.14830], [-5.22830, 1.12140, 0.71040], [-5.00600, 1.95830, 2.24890], [-4.66750, 0.23310, 2.13960]], "atomic_forces_ev_per_a": [[-0.248, -0.257, -2.936], [0.086, -0.011, -0.118], [-0.089, -0.051, 0.021], [0.537, 0.343, 1.715], [-0.045, -0.087, -0.216], [-0.081, -0.087, -0.060], [0.059, 0.012, 0.095], [0.000, -0.015, -0.013], [0.089, 0.163, -0.025], [-0.125, -0.165, -0.134], [-0.168, -0.033, -0.394], [0.096, 0.125, 0.005], [-0.009, -0.050, 0.020], [-0.001, 0.039, -0.005], [-0.056, 0.013, 0.045], [0.159, -0.020, -0.072], [0.283, -0.084, 0.154], [-0.007, 0.110, -0.147], [-0.180, 0.008, 0.004], [0.152, -0.075, 0.032], [-0.057, 0.014, -0.074], [0.030, -0.133, 0.101], [-0.222, 0.139, -0.081], [-0.212, 0.001, 0.002], [-0.103, 0.104, 0.118], [0.059, -0.058, -0.108], [-0.033, 0.042, -0.026], [0.060, 0.039, -0.049], [0.051, -0.185, 0.093], [-0.085, 0.066, 0.012], [0.012, -0.144, -0.026], [-0.057, -0.060, -0.101], [-0.021, 0.147, -0.012], [0.046, -0.034, 0.063], [-0.007, 0.043, 0.056], [0.007, 0.068, -0.018], [-0.047, 0.085, -0.067], [0.025, 0.100, 0.217], [0.005, -0.056, 0.008], [-0.008, -0.093, -0.003], [-0.073, -0.051, 0.071], [-0.067, 0.043, 0.070], [-0.060, 0.015, 0.026], [0.087, -0.025, 0.043], [0.113, -0.055, 0.014], [0.042, -0.037, 0.027], [-0.103, -0.061, 0.026], [0.317, -0.200, 0.037], [-0.034, -0.001, 0.013], [0.028, -0.044, -0.044], [0.076, 0.017, -0.008], [-0.006, 0.109, -0.030], [0.103, 0.000, -0.037], [-0.058, -0.983, -0.140], [0.193, 2.263, -3.640], [0.632, 0.631, 3.675], [-1.357, -3.401, -1.160], [1.212, 3.195, -1.643], [0.165, -0.317, 2.632], [-0.675, -1.467, -1.340], [0.469, 1.569, 0.872], [-0.043, 0.135, -0.003], [-0.090, 0.017, -0.020], [-0.046, -0.117, -0.122], [0.059, -0.085, 0.059], [0.040, 0.009, 1.988], [-0.351, -1.069, 0.436], [0.118, -0.056, 0.208], [0.069, 0.036, -0.021], [-0.871, -0.163, 0.200], [0.038, -0.057, 0.072], [0.096, 0.172, -0.016], [0.064, -0.058, -0.038], [0.161, -0.087, -0.113], [-0.013, 0.005, -0.016], [0.007, 0.101, -0.019], [0.037, 0.096, -0.111], [-0.018, 0.057, 0.242], [0.171, -0.067, -0.002], [0.143, 0.025, -0.115], [-0.125, 0.268, 0.035], [-0.043, -0.071, -0.045], [-0.054, -0.041, -0.003], [-0.105, -0.023, -0.004], [0.144, -0.155, 0.027], [0.028, -0.015, -0.218], [-0.113, -0.033, 0.034], [-0.065, 0.035, 0.010], [-0.137, -0.022, 0.015]], "lowdin_charge": [0.319, -0.346, -0.355, 0.930, -0.369, -0.088, -0.058, -0.059, -0.065, -0.125, -0.357, -0.103, -0.067, -0.065, -0.063, -0.098, 0.912, -0.366, -0.088, -0.063, -0.064, -0.069, -0.156, -0.346, -0.077, -0.068, -0.068, -0.077, -0.136, 0.097, 0.079, 0.090, 0.082, 0.113, 0.113, 0.112, 0.108, 0.040, 0.100, 0.110, 0.110, 0.111, 0.099, 0.110, 0.110, 0.110, 0.109, 0.027, 0.106, 0.110, 0.109, 0.109, 0.091, 1.015, -0.494, -0.065, -0.089, -0.060, -0.116, -0.635, 0.715, 0.116, 0.100, 0.106, 0.100, -0.203, -0.584, -0.147, -0.398, 1.133, -0.415, -0.157, -0.399, -0.149, 0.079, 0.051, 0.063, 0.053, 0.063, 0.055, 0.034, 0.063, 0.077, 0.067, 0.066, 0.032, 0.067, 0.076, 0.060]}